[1]
A structure of composition C6H18F6N4PTi in a non-equilibrium geometry, computed with ωB97M-V/def2-TZVPD.

Results
Spin multiplicity: 4
⟨S²⟩: 3.7585
Total charge: +2
HOMO (alpha / beta) (eV): -15.8 / -18.7
Lowest unoccupied orbital energy (alpha / beta) (eV): -6.7 / -13.5

```
36
Properties=species:S:1:pos:R:3:forces:R:3
Ti 0.32731 0.49782 -0.82475 3.8 3.7 -0.6
N -0.93047 1.88403 0.34785 -0.2 0.9 0.4
C -1.97310 1.41851 1.32582 -0.2 1.8 0.7
C -2.24295 -0.05734 1.23183 1.2 0.5 1.2
N -1.17362 -0.73469 0.39950 -3.9 -3.4 3.7
C -1.77165 -1.54329 -0.65310 0.5 1.7 -1.9
C -2.37855 -0.58451 -1.72342 1.0 -0.7 -0.1
N -1.19671 0.14827 -2.27489 -0.2 -0.8 -0.5
C -0.37982 -1.60773 1.29431 2.3 -0.8 -0.1
C 0.76017 -0.77687 1.94983 1.3 -0.6 -0.4
N 1.58859 -0.30883 0.78017 -1.1 -1.2 -0.5
H -1.43191 2.34483 -0.41713 0.2 0.1 0.1
H -0.28589 2.65130 0.69459 -1.0 -1.2 -0.1
H -1.61635 1.61423 2.37331 -0.5 0.4 -1.2
H -2.94164 1.94007 1.08953 1.1 -0.1 0.8
H -2.14915 -0.45000 2.29089 -0.4 0.1 -1.5
H -3.22008 -0.23725 0.81910 -0.2 -0.4 -0.3
H -0.91737 -2.07040 -1.04978 0.0 -0.5 -0.7
H -2.45742 -2.30197 -0.26654 -0.3 0.2 0.5
H -2.81080 -1.17644 -2.49971 -0.5 -0.5 -0.5
H -3.16469 0.07826 -1.37422 0.2 0.2 0.3
H -0.61698 -0.53103 -2.82789 -0.8 0.9 0.1
H -1.46927 0.92751 -2.86627 0.0 -0.1 -0.3
H -1.00426 -2.21718 2.03109 0.3 1.2 -0.8
H 0.07996 -2.37836 0.61536 -0.1 0.7 0.8
H 0.42166 0.11045 2.54826 0.3 -1.0 -0.5
H 1.44601 -1.44776 2.52941 -1.1 0.6 0.1
H 2.33904 0.31677 1.00233 0.5 0.6 0.6
H 2.07329 -1.09887 0.28732 -0.7 0.6 0.8
F 1.40298 2.04320 -1.14276 -1.6 -1.7 0.5
P 4.54141 0.96079 -0.92419 5.9 -0.8 0.2
F 5.32338 -0.44895 -0.66180 -1.8 1.9 -0.3
F 4.97176 0.93125 -2.54822 -1.5 0.2 2.1
F 3.96121 0.95628 0.70670 0.2 0.3 -1.8
F 5.74615 1.99143 -0.56030 -2.5 -1.4 -0.5
F 1.14972 -0.84350 -1.70227 -0.1 -1.2 -0.4
```
Forces are in eV/Å.

Here are the Mulliken charges for atoms 1 to 4, given in e: 0.86 -0.47 -0.65 -0.62

***

[2]
A cluster of 5 separate species, C6H18IN3O4 in total in a non-equilibrium geometry, computed with ωB97M-V/def2-TZVPD.

Results
Total charge: 0
HOMO (eV): -6.7
Lowest unoccupied orbital energy (eV): -2.5

```
32
Properties=species:S:1:pos:R:3:forces:R:3
O 0.98868 -4.23762 1.36183 0.4 -0.6 -0.3
H 1.49446 -3.42189 1.38106 1.1 1.6 -0.3
H 0.13011 -4.05407 0.97355 -1.0 0.1 -0.3
H 0.92313 -4.55357 2.26598 -0.3 -0.5 0.9
I 2.98595 0.57246 0.45090 -0.3 -0.6 0.1
O -4.54696 3.75496 -0.87527 1.8 -0.9 -1.0
C -3.46124 3.18730 -1.16084 -3.6 0.7 1.2
N -2.44492 3.30000 -0.32523 1.7 -0.2 0.6
C -3.34956 2.27205 -2.33040 -0.2 0.5 -0.8
H -1.61435 2.73892 -0.44947 -0.1 0.3 0.2
H -2.60075 3.79227 0.54280 0.1 0.0 -0.2
H -3.59453 2.89420 -3.19122 0.2 0.0 -0.2
H -4.18326 1.57063 -2.29812 0.3 -0.2 0.2
H -2.37105 1.81973 -2.49170 -0.2 -0.1 0.2
O -1.08625 -1.36033 4.94780 0.1 0.1 0.5
C -1.15628 -0.50016 5.83399 0.3 -3.7 -1.1
N -1.02586 0.76337 5.48646 0.7 2.4 0.5
C -1.44389 -0.92593 7.23910 -1.2 0.7 0.5
H -0.93232 1.45548 6.21607 0.0 0.0 -0.1
H -0.41688 0.90616 4.69346 -0.3 0.1 -0.2
H -0.77579 -0.53917 8.00862 0.2 -0.1 -0.2
H -1.64256 -1.99117 7.35700 0.6 0.1 -0.4
H -2.42263 -0.48949 7.43829 -0.2 0.3 0.4
O 4.36998 -0.52769 -7.28663 1.4 0.6 -3.0
C 3.98409 -0.60106 -6.17196 -1.6 -1.9 0.9
N 4.46788 0.07287 -5.15004 1.4 1.7 2.7
C 2.81083 -1.48732 -5.86476 -0.9 0.0 1.4
H 4.29128 -0.11843 -4.17417 -0.6 -0.3 -0.3
H 5.23682 0.72323 -5.22662 -0.1 -0.2 -0.7
H 1.92357 -0.88072 -6.04617 -0.2 -0.2 -0.7
H 2.66875 -1.67370 -4.80026 0.4 -0.1 0.3
H 2.79360 -2.46121 -6.35400 0.1 0.5 -0.4
```
Forces are in eV/Å.

Here are the Mulliken charges for atoms 1 to 4, given in e: -0.44 0.45 0.46 0.45

***

[3]
A cluster of 4 separate species, C6H18IO4 in total in a non-equilibrium geometry, computed with ωB97M-V/def2-TZVPD.

Results
Total charge: -1
HOMO (eV): -3.5
Lowest unoccupied orbital energy (eV): 2.5

```
29
Properties=species:S:1:pos:R:3:forces:R:3
I 0.40637 1.06971 1.68270 0.0 0.0 0.0
C 1.43593 5.72203 -2.88083 -1.2 1.3 -1.6
C 0.25710 5.06654 -3.63959 0.4 0.3 1.4
O 0.62708 3.74623 -3.75532 0.2 -2.0 -0.9
H 1.14194 6.77132 -2.85486 0.5 0.3 0.7
H 2.29694 5.64912 -3.54525 0.1 0.0 0.1
H 1.69984 5.30213 -1.91020 -0.5 0.0 0.0
H 0.04638 5.50874 -4.61332 0.5 0.0 -0.1
H -0.69910 5.06896 -3.11634 -0.1 0.6 0.4
H 0.97249 3.53063 -2.88594 0.0 -0.6 0.0
C 5.49241 -2.51376 -0.39753 0.7 0.0 1.0
C 5.05743 -2.31965 -1.79184 -1.2 0.4 -0.2
O 3.62384 -2.48827 -1.90541 1.1 0.0 -0.3
H 5.07116 -1.74639 0.25191 -0.4 -0.2 0.1
H 6.55993 -2.29472 -0.37492 0.3 -0.4 0.2
H 5.25540 -3.51173 -0.02876 0.2 0.1 0.2
H 5.56609 -3.01394 -2.46067 -0.3 0.1 -0.2
H 5.31782 -1.28065 -1.99373 0.1 0.0 -0.8
H 3.29057 -1.78746 -1.34027 -0.6 0.0 0.1
C -5.54214 -1.89145 3.43729 3.0 -0.7 -0.4
C -5.25281 -3.10437 4.34523 -1.7 0.9 -0.9
O -6.18987 -4.11597 3.92712 0.6 0.1 0.8
O -4.93975 -2.12673 2.12576 -1.0 0.2 0.7
H -4.92634 -1.13389 3.92205 -0.4 0.7 -0.1
H -6.57479 -1.56015 3.32788 0.1 -0.5 0.2
H -5.36788 -2.70250 5.35188 -0.7 -0.5 0.5
H -4.20635 -3.40857 4.32295 0.0 -0.2 -0.6
H -6.34450 -4.72518 4.65277 0.1 -0.1 0.0
H -4.07518 -1.71002 2.14724 0.1 0.0 -0.2
```
Forces are in eV/Å.

Here are the Mulliken charges for atoms 1 to 4, given in e: -0.99 -1.04 -0.24 -0.52

***

[4]
A cluster of 2 separate species, C6H18N2 in total in a non-equilibrium geometry, computed with ωB97M-V/def2-TZVPD.

Results
Spin multiplicity: 2
⟨S²⟩: 0.7550
Total charge: +1
HOMO (alpha / beta) (eV): -12.5 / -12.2
Lowest unoccupied orbital energy (alpha / beta) (eV): -2.7 / -7.8

```
26
Properties=species:S:1:pos:R:3:forces:R:3
C -1.18237 -1.30346 1.33240 -0.3 -0.4 0.2
N 0.08374 -1.57078 0.61606 -0.7 -0.7 0.6
C 0.76560 -2.71940 1.24637 -0.8 -0.6 -0.2
C -0.16176 -1.91005 -0.76593 -1.3 -0.5 -1.3
H -0.98067 -1.15901 2.42215 -0.2 0.0 -1.0
H -1.97186 -2.09786 1.21449 0.9 0.1 0.2
H -1.70285 -0.44502 0.90403 0.3 0.4 0.1
H 1.76311 -2.76751 0.89526 1.2 0.2 -0.2
H 0.73915 -2.64245 2.32239 0.1 0.2 0.3
H 0.34797 -3.72432 0.98322 -0.3 0.8 0.1
H 0.73869 -2.23675 -1.28726 0.1 -0.1 0.3
H -0.57256 -1.09942 -1.40263 0.2 0.1 0.7
H -0.94603 -2.72189 -0.88956 0.8 0.5 0.3
C -0.43393 2.76403 -1.62442 -3.4 -1.6 -0.2
N -0.11341 1.65963 -0.63180 4.3 3.1 0.0
C 1.26035 1.05427 -0.92186 -1.3 -0.3 -0.4
C -0.15270 2.19220 0.74480 -0.8 -1.0 1.1
H -0.76458 2.28468 -2.60535 0.7 0.6 1.2
H 0.43272 3.41420 -1.77616 -0.1 -0.2 0.3
H -1.38056 3.27209 -1.20585 1.8 -0.4 -0.8
H 1.33358 0.13892 -0.30616 0.0 0.2 -0.3
H 1.30168 0.85547 -2.02021 0.2 0.1 1.0
H 2.05051 1.78628 -0.58681 -0.9 -0.5 -0.3
H 0.18377 1.43057 1.50426 -0.6 0.4 -1.0
H -1.20510 2.50223 0.92493 0.9 0.0 0.2
H 0.56749 3.04335 0.91364 -0.7 -0.5 -0.8
```
Forces are in eV/Å.

Here are the Mulliken charges for atoms 1 to 4, given in e: -1.08 0.19 -1.02 -1.16

***

In kcal/mol, the relative energy (zero: lowest compared OMol25 entry of this formula, charge and spin) values for the records above are, in order, 60.9; 83.7; 44.4; 0.0.